Entry 1:
Density functional theory data (ωB97M-V/def2-TZVPD) for the molecule C21H18ClNO2S.

Results
2S+1: 1
HOMO-LUMO gap: 7.647 eV
SMILES string: C[C@H]([C@H](Cl)S(=O)(=O)c1ccccc1)n1c2ccccc2c2ccccc21

```
44
C21H18ClNO2S (ωB97M-V/def2-TZVPD)
C 4.146 -0.374 1.128
C 3.455 0.061 2.416
C 1.989 0.372 2.080
Cl 1.640 1.814 1.169
S 0.284 0.075 3.137
O 0.563 -1.299 3.634
O 0.119 1.212 4.034
C -1.332 0.009 2.195
C -1.962 1.225 1.944
C -3.212 1.263 1.321
C -3.860 0.062 1.005
C -3.298 -1.159 1.406
C -2.047 -1.177 2.035
N 4.368 1.068 3.112
C 4.986 0.753 4.349
C 5.074 -0.468 5.014
C 5.802 -0.514 6.206
C 6.448 0.622 6.670
C 6.533 1.794 5.936
C 5.849 1.830 4.725
C 5.813 2.827 3.702
C 6.391 4.101 3.600
C 6.152 4.832 2.438
C 5.475 4.263 1.367
C 4.940 2.959 1.457
C 4.935 2.299 2.688
H 3.721 -1.331 0.830
H 3.885 0.312 0.322
H 5.226 -0.437 1.293
H 3.348 -0.773 3.184
H 1.695 -0.581 1.550
H -1.478 2.159 2.195
H -3.678 2.217 1.063
H -4.809 0.068 0.445
H -3.850 -2.080 1.191
H -1.638 -2.123 2.349
H 4.635 -1.310 4.486
H 5.802 -1.430 6.766
H 6.889 0.571 7.645
H 7.113 2.652 6.309
H 6.940 4.495 4.459
H 6.504 5.857 2.410
H 5.339 4.891 0.487
H 4.561 2.483 0.559
```

Here are the Löwdin charges for atoms 1 to 8, given in e: -0.04, -0.32, -0.66, 0.69, 0.76, -0.38, -0.35, -0.25

Entry 2:
Density functional theory data (ωB97M-V/def2-TZVPD) for a cluster of 5 separate species, C6H22O6 in total.

Results
2S+1: 1
HOMO-LUMO gap: 10.418 eV
SMILES string: OCCO.CO.CO.CO.CO
ΔE to the lowest compared entry with this formula, charge and spin: 116.3 kcal per mole

```
34
C6H22O6 (ωB97M-V/def2-TZVPD)
O 2.588 -0.202 -1.093
C 3.926 -0.647 -1.396
C 4.145 -2.243 -1.092
O 4.688 -2.407 0.227
H 2.688 0.486 -0.431
H 4.167 -0.450 -2.440
H 4.653 -0.119 -0.779
H 4.792 -2.687 -1.848
H 3.167 -2.711 -0.983
H 4.387 -3.263 0.540
C -2.898 -3.528 1.526
O -2.035 -3.153 0.475
H -3.411 -2.610 1.815
H -3.636 -4.218 1.118
H -2.201 -3.972 2.236
H -2.440 -2.551 -0.155
C -0.988 0.753 0.739
O -2.022 1.213 -0.174
H -0.105 0.558 0.131
H -0.596 1.461 1.469
H -1.179 -0.240 1.145
H -1.962 0.753 -1.015
C -4.989 3.078 -2.030
O -6.123 3.258 -1.206
H -4.397 3.992 -2.017
H -4.250 2.296 -1.852
H -5.295 2.980 -3.071
H -5.812 3.418 -0.313
C 2.638 1.481 1.930
O 2.483 2.230 0.740
H 1.888 0.723 2.155
H 3.612 1.018 2.087
H 2.599 2.327 2.616
H 1.917 2.978 0.944
```

Here are the Löwdin charges for atoms 1 to 8, given in e: -0.08, -0.18, -0.19, -0.10, 0.02, 0.10, 0.11, 0.10

Entry 3:
Density functional theory data (ωB97M-V/def2-TZVPD) for a cluster of 2 separate species, C4H3F3 in total.

Results
2S+1: 1
HOMO-LUMO gap (spin up / spin down): 8.636 / 9.808 eV
ΔE to the lowest compared entry with this formula, charge and spin: 137.6 kcal per mole

```
10
C4H3F3 (ωB97M-V/def2-TZVPD)
C 2.008 -1.020 -0.633
C -2.149 0.511 -0.097
C 1.719 -0.179 0.281
C -1.284 0.693 0.829
F -3.445 0.508 0.134
F 2.102 1.030 0.762
F -1.355 0.896 2.133
H 2.852 -0.889 -1.401
H 1.397 -1.949 -0.879
H -1.845 0.398 -1.129
```

Here are the Löwdin charges for atoms 1 to 8, given in e: -0.05, -0.21, -0.13, -0.03, 0.05, 0.02, 0.08, 0.09

Entry 4:
Density functional theory data (ωB97M-V/def2-TZVPD) for a structure of composition H4INP2.

Results
2S+1: 3
HOMO-LUMO gap (spin up / spin down): 3.477 / 3.188 eV
ΔE to the lowest compared entry with this formula, charge and spin: 91.7 kcal per mole

```
8
H4INP2 (ωB97M-V/def2-TZVPD)
N 1.152 1.860 0.683
P -1.310 -1.900 -0.346
P 0.545 -1.193 -0.821
I 0.450 3.594 0.251
H 1.655 2.190 1.503
H -0.756 -3.256 -0.407
H 0.221 1.210 0.520
H 0.240 0.183 -0.872
```

Atomic charges from the Löwdin analysis, expressed in e, are listed below: -0.55, 0.11, 0.17, 0.90, -0.05, -0.25, 0.00, -0.34

Entry 5:
Density functional theory data (ωB97M-V/def2-TZVPD) for the molecule C21H24N2O7.

Results
2S+1: 1
HOMO-LUMO gap: 8.422 eV
SMILES string: CCOC(=O)CC1=C(C(=O)OCC)[C@@H](c2ccc(OC)c(OC)c2)C(C#N)=C(N)O1
ΔE to the lowest compared entry with this formula, charge and spin: 82.8 kcal per mole

```
54
C21H24N2O7 (ωB97M-V/def2-TZVPD)
C 4.407 -2.847 0.019
C 3.919 -3.077 -1.403
O 2.609 -3.652 -1.383
C 1.577 -2.832 -1.512
O 1.644 -1.667 -1.800
C 0.269 -3.608 -1.355
C -0.860 -2.677 -1.048
C -0.925 -1.866 0.021
C 0.164 -1.835 1.008
O 1.189 -2.481 0.941
O -0.114 -1.000 2.012
C 0.932 -0.714 2.936
C 1.773 0.451 2.431
C -2.040 -0.865 0.215
C -1.485 0.547 0.181
C -0.486 0.899 -0.711
C 0.009 2.191 -0.720
C -0.475 3.164 0.145
O 0.024 4.445 0.191
C 1.020 4.813 -0.729
C -1.512 2.820 1.032
O -2.097 3.634 1.958
C -2.056 5.036 1.813
C -1.990 1.515 1.031
C -3.073 -1.034 -0.880
C -4.214 -0.226 -0.843
N -5.157 0.433 -0.828
C -2.901 -1.901 -1.903
N -3.810 -2.133 -2.896
O -1.814 -2.717 -2.019
H 3.683 -2.238 0.553
H 4.507 -3.796 0.540
H 5.369 -2.342 0.005
H 3.880 -2.133 -1.956
H 4.552 -3.792 -1.933
H 0.415 -4.341 -0.563
H 0.056 -4.125 -2.293
H 0.431 -0.460 3.872
H 1.549 -1.609 3.071
H 1.141 1.322 2.275
H 2.547 0.689 3.155
H 2.239 0.187 1.484
H -2.511 -1.022 1.194
H -0.061 0.170 -1.384
H 0.801 2.429 -1.411
H 1.228 5.863 -0.526
H 1.936 4.230 -0.589
H 0.675 4.707 -1.763
H -1.066 5.440 2.036
H -2.352 5.344 0.808
H -2.777 5.419 2.536
H -2.777 1.279 1.730
H -4.529 -1.440 -3.025
H -3.465 -2.597 -3.719
```

Here are the Löwdin charges for atoms 1 to 8, given in e: -0.05, -0.20, 0.01, -0.51, 0.12, 0.02, -0.15, -0.02

Entry 6:
Density functional theory data (ωB97M-V/def2-TZVPD) for a cluster of 11 separate species, C48H88F18N16P3 in total.

Results
2S+1: 1
HOMO-LUMO gap: 6.805 eV
ΔE to the lowest compared entry with this formula, charge and spin: 62.0 kcal per mole
Total charge: +5

```
173
C48H88F18N16P3 (ωB97M-V/def2-TZVPD)
C 16.078 24.963 -24.828
C 15.506 24.662 -26.273
N 16.387 24.072 -27.188
C 16.845 22.799 -27.300
C 17.847 22.688 -28.250
N 18.048 23.973 -28.805
C 17.171 24.804 -28.056
C 18.873 24.461 -29.871
H 17.036 25.482 -24.862
H 16.336 24.000 -24.387
H 15.280 25.429 -24.251
H 15.367 25.678 -26.643
H 14.605 24.049 -26.249
H 16.469 21.973 -26.714
H 18.413 21.870 -28.670
H 16.954 25.862 -28.064
H 19.500 25.160 -29.318
H 18.443 24.988 -30.722
H 19.372 23.553 -30.210
C 12.530 34.197 -22.142
C 11.814 33.081 -21.440
N 12.637 32.292 -20.544
C 12.172 31.629 -19.405
C 13.291 30.857 -18.893
N 14.431 31.226 -19.610
C 13.937 32.002 -20.616
C 15.827 30.948 -19.353
H 11.873 34.751 -22.812
H 13.272 33.808 -22.839
H 12.966 34.873 -21.405
H 11.275 32.420 -22.118
H 10.911 33.407 -20.925
H 11.144 31.748 -19.096
H 13.388 30.245 -18.008
H 14.474 32.173 -21.538
H 16.178 31.837 -18.829
H 16.457 30.849 -20.237
H 15.766 30.014 -18.793
C 24.190 19.920 -14.973
C 24.566 18.880 -16.011
N 25.617 19.407 -16.810
C 25.589 19.686 -18.141
C 26.831 20.087 -18.520
N 27.684 19.976 -17.450
C 26.920 19.481 -16.442
C 29.087 20.104 -17.563
H 25.007 20.221 -14.318
H 23.381 19.476 -14.393
H 23.744 20.828 -15.379
H 23.636 18.787 -16.572
H 24.911 17.946 -15.569
H 24.731 19.449 -18.754
H 27.173 20.409 -19.493
H 27.395 19.136 -15.536
H 29.586 19.176 -17.284
H 29.443 21.029 -17.110
H 29.299 20.225 -18.625
C 19.146 30.071 -13.587
C 18.254 30.726 -12.411
N 17.273 31.640 -12.916
C 15.928 31.364 -12.844
C 15.305 32.383 -13.471
N 16.267 33.234 -13.984
C 17.498 32.823 -13.541
C 16.041 34.493 -14.666
H 19.837 29.273 -13.316
H 19.658 30.756 -14.264
H 18.379 29.633 -14.226
H 18.836 31.101 -11.569
H 17.739 29.911 -11.901
H 15.597 30.466 -12.344
H 14.242 32.564 -13.522
H 18.487 33.228 -13.700
H 15.302 35.054 -14.094
H 15.712 34.366 -15.698
H 16.979 35.048 -14.627
C 10.688 21.940 -19.984
C 11.585 22.187 -18.781
N 12.538 21.128 -18.478
C 12.386 19.792 -18.462
C 13.603 19.149 -18.121
N 14.436 20.161 -17.700
C 13.825 21.351 -18.042
C 15.798 19.979 -17.209
H 10.208 20.995 -19.729
H 11.372 21.755 -20.812
H 9.913 22.695 -20.113
H 10.949 22.349 -17.910
H 12.084 23.155 -18.836
H 11.438 19.376 -18.769
H 13.872 18.146 -17.827
H 14.198 22.339 -17.813
H 15.721 20.348 -16.187
H 16.517 20.640 -17.694
H 16.086 18.936 -17.074
C 22.355 22.325 -25.413
C 23.609 21.500 -25.341
N 23.628 20.534 -26.410
C 23.631 20.791 -27.779
C 23.498 19.527 -28.376
N 23.462 18.531 -27.404
C 23.323 19.198 -26.215
C 23.220 17.082 -27.667
H 21.515 21.784 -24.977
H 21.998 22.568 -26.414
H 22.430 23.176 -24.736
H 23.818 21.066 -24.363
H 24.495 22.090 -25.576
H 23.651 21.820 -28.107
H 23.600 19.233 -29.410
H 23.062 18.759 -25.264
H 24.191 16.643 -27.892
H 22.691 17.058 -28.620
H 22.683 16.575 -26.865
C 26.773 27.141 -14.357
C 26.801 27.866 -15.738
N 26.136 29.253 -15.622
C 26.100 30.132 -14.514
C 25.435 31.329 -14.986
N 25.124 31.146 -16.326
C 25.575 29.906 -16.719
C 24.303 31.969 -17.166
H 25.849 26.995 -13.797
H 27.466 27.657 -13.693
H 27.223 26.163 -14.532
H 26.394 27.320 -16.590
H 27.863 28.034 -15.918
H 26.544 29.831 -13.577
H 25.115 32.231 -14.485
H 25.494 29.399 -17.669
H 23.318 32.110 -16.722
H 24.101 31.492 -18.125
H 24.817 32.928 -17.233
C 27.529 31.927 -27.495
C 27.059 31.495 -26.181
N 25.664 31.655 -25.977
C 24.912 32.818 -26.210
C 23.628 32.499 -25.794
N 23.552 31.123 -25.519
C 24.843 30.652 -25.598
C 22.353 30.445 -24.969
H 26.912 31.367 -28.197
H 28.606 31.790 -27.599
H 27.433 33.007 -27.606
H 27.678 31.984 -25.429
H 27.495 30.559 -25.831
H 25.276 33.795 -26.495
H 22.742 33.094 -25.630
H 25.248 29.675 -25.376
H 22.208 29.519 -25.525
H 21.478 31.088 -25.070
H 22.596 30.163 -23.945
P 30.321 25.644 -21.477
F 30.698 24.317 -22.267
F 31.871 25.794 -21.084
F 30.627 26.648 -22.733
F 29.949 27.010 -20.679
F 28.795 25.424 -21.928
F 29.946 24.869 -20.023
P 18.235 17.324 -22.951
F 16.753 17.659 -23.447
F 18.827 17.540 -24.448
F 18.400 18.988 -22.597
F 19.836 16.901 -22.472
F 17.694 17.131 -21.442
F 17.895 15.745 -23.300
P 21.615 24.806 -18.717
F 21.908 26.338 -18.228
F 22.595 24.228 -17.567
F 20.206 24.557 -17.718
F 21.184 23.426 -19.393
F 20.768 25.696 -19.803
F 22.984 24.844 -19.671
```

Here are the Löwdin charges for atoms 1 to 8, given in e: -0.04, -0.17, -0.07, 0.00, 0.04, -0.08, 0.05, 0.01

Entry 7:
Density functional theory data (ωB97M-V/def2-TZVPD) for a cluster of 6 separate species, C8H25F3N8O7 in total.

Results
2S+1: 2
HOMO-LUMO gap (spin up / spin down): 8.612 / 4.416 eV
ΔE to the lowest compared entry with this formula, charge and spin: 0.0 kcal per mole
Total charge: +1

```
51
C8H25F3N8O7 (ωB97M-V/def2-TZVPD)
O 0.472 0.215 -0.545
H -0.067 0.878 -0.982
H 0.181 -0.593 -0.973
H 0.404 0.107 0.407
C -1.810 -2.123 -1.563
O -1.959 -0.793 -1.195
O -0.471 -2.332 -1.044
C -2.904 -3.081 -1.001
F -3.965 -3.282 -1.753
F -2.535 -4.344 -0.620
F -3.305 -2.655 0.169
C -3.078 -0.039 -1.809
C -3.447 1.033 -0.760
H -2.581 1.405 -0.211
H -4.016 1.880 -1.143
H -4.085 0.659 0.040
H -3.989 -0.612 -1.980
H -2.791 0.438 -2.746
H -1.732 -2.105 -2.650
C 4.346 -2.049 -0.085
O 5.123 -1.760 0.841
N 3.054 -2.067 0.141
N 4.724 -2.447 -1.255
H 2.381 -2.357 -0.554
H 2.703 -1.838 1.061
H 4.110 -2.817 -1.967
H 5.699 -2.627 -1.448
C -1.047 3.450 -1.638
O -0.321 2.820 -0.898
N -1.230 3.149 -2.841
N -1.740 4.455 -1.142
H -0.745 2.305 -3.108
H -1.680 3.681 -3.572
H -1.825 4.603 -0.146
H -2.461 4.887 -1.703
C 2.215 2.679 1.412
O 2.908 3.182 0.511
N 2.794 1.787 2.301
N 0.896 2.886 1.488
H 2.234 1.558 3.110
H 3.796 1.912 2.344
H 0.331 2.600 2.275
H 0.470 3.294 0.668
C 0.675 -1.607 2.736
O 0.825 -0.645 2.004
N 0.855 -1.470 4.031
N 0.482 -2.866 2.355
H 0.842 -0.503 4.319
H 0.834 -2.226 4.701
H 0.342 -3.641 2.986
H 0.091 -2.982 1.431
```

Here are the Löwdin charges for atoms 1 to 8, given in e: 0.28, 0.10, 0.08, 0.09, -0.24, -0.13, 0.13, -0.57

Entry 8:
Density functional theory data (ωB97M-V/def2-TZVPD) for a cluster of 2 separate species, C8H14NOS2 in total.

Results
2S+1: 3
HOMO-LUMO gap (spin up / spin down): 5.442 / 6.812 eV
Total charge: +1

```
26
C8H14NOS2 (ωB97M-V/def2-TZVPD)
C 2.849 0.238 0.408
C -3.281 -1.000 0.664
C 2.122 0.228 -1.943
C -2.060 -1.635 0.140
C -3.644 0.132 -0.444
C 2.961 -0.223 -1.004
C -1.154 1.230 0.101
C 3.770 -0.396 1.418
N -0.325 2.262 0.087
O 1.957 1.090 0.679
S -0.704 -0.419 -0.312
S -2.867 1.588 0.276
H -3.993 -1.721 0.873
H -3.091 -0.578 1.595
H 2.137 -0.094 -2.935
H 1.423 1.062 -1.808
H -1.681 -2.476 0.738
H -2.320 -2.330 -0.724
H -3.180 -0.128 -1.333
H -4.645 0.340 -0.620
H 3.798 -0.850 -1.144
H 3.424 -0.377 2.469
H 4.709 0.177 1.321
H 3.955 -1.414 1.091
H 0.579 2.097 0.556
H -0.740 3.193 -0.150
```

Here are the Löwdin charges for atoms 1 to 8, given in e: -0.41, -0.27, -0.03, -0.43, -0.37, -0.11, -0.86, 0.00

Entry 9:
Density functional theory data (ωB97M-V/def2-TZVPD) for a structure of composition C30H47BrN4OP2W.

Results
2S+1: 3
HOMO-LUMO gap (spin up / spin down): 5.765 / 5.189 eV
ΔE to the lowest compared entry with this formula, charge and spin: 1.4 kcal per mole
Total charge: +4

```
86
C30H47BrN4OP2W (ωB97M-V/def2-TZVPD)
N -6.244 -2.235 4.786
C -5.365 -1.353 5.252
C -4.938 -0.273 4.472
C -5.390 -0.153 3.134
C -6.312 -1.114 2.671
C -6.705 -2.143 3.540
C -4.788 0.795 2.215
W -0.209 1.349 -1.010
P 4.149 0.509 -1.604
C -4.853 0.715 0.852
C -3.998 1.451 -0.089
C -4.275 1.468 -1.492
C -3.214 1.463 -2.407
C -1.961 1.503 -1.824
C -1.817 2.501 -0.597
C -2.789 2.023 0.364
Br 1.685 2.746 -1.614
H -4.204 1.555 2.725
H -5.564 0.051 0.401
H -4.276 0.464 4.913
H -6.766 -1.031 1.687
H -5.006 -1.455 6.279
H -7.431 -2.902 3.243
H -5.323 1.387 -1.810
H -2.600 2.167 1.438
H -3.341 1.534 -3.486
H -1.760 3.555 -0.932
P -0.499 -1.130 -1.121
C 5.236 1.918 -1.191
C 5.688 2.792 -2.355
H 6.076 1.584 -0.567
H 4.568 2.488 -0.518
H 6.046 3.749 -1.956
H 6.519 2.344 -2.911
H 4.883 3.034 -3.054
C 3.730 0.568 -3.393
C 4.866 0.087 -4.284
H 3.451 1.606 -3.635
H 2.803 -0.030 -3.514
H 4.529 0.064 -5.329
H 5.729 0.766 -4.272
H 5.167 -0.921 -3.972
C 4.894 -1.096 -1.229
C 6.400 -1.048 -1.058
H 4.563 -1.848 -1.959
H 4.413 -1.375 -0.274
H 6.770 -2.041 -0.786
H 6.914 -0.739 -1.971
H 6.671 -0.357 -0.259
C 0.548 -2.476 -0.368
C 1.673 -3.053 -1.211
H -0.135 -3.281 -0.057
H 0.947 -2.037 0.557
H 2.121 -3.867 -0.628
H 1.319 -3.484 -2.154
H 2.455 -2.315 -1.417
C -0.727 -1.635 -2.874
C -2.090 -1.395 -3.516
H -0.483 -2.708 -2.879
H 0.062 -1.103 -3.424
H -2.137 -1.952 -4.459
H -2.914 -1.743 -2.882
H -2.262 -0.345 -3.764
C -2.088 -1.522 -0.266
C -2.076 -1.318 1.257
H -2.248 -2.584 -0.516
H -2.891 -0.959 -0.764
H -3.084 -1.530 1.635
H -1.360 -2.005 1.734
H -1.836 -0.285 1.559
C 1.326 -1.168 3.555
N 0.822 0.054 2.951
C 0.082 0.907 3.732
C -0.178 2.160 3.242
C 0.181 2.393 1.906
N 0.316 1.323 1.049
C 1.116 0.320 1.620
O 1.999 -0.294 1.009
N 0.419 3.633 1.448
H 1.087 -1.122 4.621
H 2.415 -1.221 3.413
H 0.829 -2.067 3.147
H -0.145 0.559 4.748
H -0.517 2.998 3.848
H 0.523 4.386 2.131
H 0.808 3.743 0.522
```

Here are the Löwdin charges for atoms 1 to 8, given in e: 0.15, -0.06, 0.04, -0.17, 0.05, -0.05, 0.05, 1.20

Summary of M in g/mol
383.9; 190.2; 108.1; 206.9; 416.4; 1324.2; 402.3; 204.3; 805.4
(order as listed above)